Record 1
Molecular formula: C4H11N3O2
Method: DFT, ωB97M-V with the def2-TZVPD basis set

Each line ends with the Löwdin charge.
Cartesian coordinates (Å):
C (2.2428, 1.2224, 0.5097)  -0.151
N (1.0680, 0.3874, 0.8679)  -0.023
C (0.1014, 0.8446, 1.7092)  -0.430
N (-0.0216, 2.1437, 2.2926)  0.141
N (-0.9934, 0.0191, 1.9910)  0.115
H (2.9598, 1.4958, 1.3071)  0.077
H (1.8712, 2.2077, 0.1231)  0.073
H (2.6349, 0.7281, -0.3066)  0.025
H (0.5462, 2.9614, 2.0992)  0.090
H (-0.8107, 2.3409, 2.7538)  0.022
H (-1.4138, -0.5489, 1.3088)  0.037
H (-1.2088, -0.1043, 2.9417)  0.071
C (-1.3086, -1.8287, -3.1560)  0.033
C (-0.9713, -1.5250, -1.6232)  -0.482
O (-1.7046, -1.5521, -0.6352)  0.035
O (0.3793, -1.6562, -1.4639)  0.021
H (-2.1410, -1.1719, -3.4573)  0.087
H (-1.6659, -2.8215, -3.1762)  0.062
H (-0.3180, -1.6606, -3.5516)  0.069
H (0.7541, -1.4821, -0.5338)  0.126

As for the spin multiplicity: 1. The calculation puts the relative energy (zero: lowest compared OMol25 entry of this formula, charge and spin) at 169.9 kJ/mol. Its strongest force on any atom is 5.0 eV Å⁻¹. Its structure (SMILES) is CN=C(N)N.CC(=O)O. As for the net charge: 0.

---

Record 2
Molecular formula: C33H32BrN6O5S5SeSiZr
Method: DFT, ωB97M-V with the def2-TZVPD basis set

Each line ends with the Löwdin charge.
Cartesian coordinates (Å):
Zr (-0.0193, -0.3540, 0.4260)  1.427
N (3.1057, -0.7354, -2.7937)  0.111
C (2.5639, -0.7114, -1.5620)  -0.872
S (1.4070, -1.9478, -1.1311)  0.609
N (2.9706, 0.2329, -0.7504)  -0.032
N (2.2571, 0.2187, 0.4252)  -0.156
C (2.8557, 0.7300, 1.4384)  -0.072
C (2.3676, 0.6410, 2.8000)  -0.162
C (2.9409, 1.4257, 3.8016)  -0.057
C (2.5600, 1.2817, 5.1230)  -0.105
C (1.6162, 0.3140, 5.4563)  -0.092
C (1.0468, -0.4907, 4.4867)  -0.013
C (1.3973, -0.3255, 3.1422)  -0.351
O (0.8156, -1.0418, 2.1987)  -0.276
H (2.6509, -1.2758, -3.5218)  0.032
H (3.5842, 0.1028, -3.0756)  0.082
H (3.8375, 1.1707, 1.2683)  0.132
H (3.6857, 2.1631, 3.5239)  0.109
H (2.9942, 1.9115, 5.8883)  0.093
H (1.3113, 0.1959, 6.4896)  0.097
H (0.2888, -1.2232, 4.7300)  0.118
C (-2.7910, 2.4927, 0.1630)  -0.093
C (-3.2444, 1.0773, 0.2020)  -0.606
N (-2.5038, 0.0074, 0.3492)  -0.020
C (-3.2790, -1.1166, 0.5106)  -0.397
C (-4.6182, -0.9182, 0.4331)  -0.333
S (-4.9238, 0.7381, 0.1757)  1.092
C (-2.6136, -2.3832, 0.7734)  -0.393
C (-3.2141, -3.5827, 0.9725)  -0.338
S (-2.0249, -4.7684, 1.2606)  1.088
C (-0.7850, -3.6001, 1.1137)  -0.611
N (-1.2400, -2.3980, 0.8558)  -0.025
C (0.6348, -4.0074, 1.2922)  -0.108
H (-1.8719, 2.5777, -0.4161)  -0.016
H (-2.5924, 2.8361, 1.1810)  0.084
H (-3.5669, 3.1272, -0.2648)  0.078
H (-5.4009, -1.6526, 0.5006)  0.077
H (-4.2654, -3.8068, 0.9431)  0.078
H (0.6848, -4.9222, 1.8833)  0.073
H (1.1869, -3.2106, 1.7850)  0.064
H (1.0982, -4.1906, 0.3230)  0.043
O (0.1323, -1.7563, -6.7141)  -0.307
S (0.5415, -2.1702, -5.3985)  0.623
O (1.9571, -2.0673, -5.1101)  -0.333
N (-0.3378, -1.4593, -4.2342)  -0.095
C (-1.0670, -2.3235, -3.5688)  -0.860
S (-2.0941, -1.9879, -2.2853)  0.656
C (-0.9060, -3.7459, -4.0402)  -0.232
C (-1.5149, -4.8962, -3.5672)  -0.041
C (-1.1956, -6.1060, -4.1687)  -0.083
C (-0.2849, -6.1682, -5.2213)  -0.089
C (0.3268, -5.0143, -5.6961)  -0.044
C (-0.0078, -3.8249, -5.0830)  -0.222
H (-2.2161, -4.8239, -2.7461)  0.086
H (-1.6601, -7.0183, -3.8148)  0.096
H (-0.0523, -7.1252, -5.6712)  0.096
H (1.0372, -5.0454, -6.5117)  0.116
Br (0.9812, 4.1679, 2.0319)  0.879
C (-0.1934, 3.7524, 3.4553)  -0.575
C (-0.3028, 4.7307, 4.4398)  -0.145
C (-1.1335, 4.5399, 5.5263)  -0.089
C (-1.8644, 3.3640, 5.6384)  -0.080
C (-1.7477, 2.3985, 4.6602)  -0.018
C (-0.9170, 2.5653, 3.5470)  -0.143
C (-0.8847, 1.3937, 2.5916)  -0.627
O (-1.5402, 0.3879, 2.8648)  0.020
O (-0.1826, 1.4982, 1.5204)  -0.273
H (0.2737, 5.6397, 4.3413)  0.088
H (-1.2060, 5.3099, 6.2839)  0.100
H (-2.5172, 3.1998, 6.4858)  0.099
H (-2.2914, 1.4661, 4.7229)  0.117
C (0.0610, 4.4010, -2.7535)  -0.242
Si (1.1890, 2.9253, -2.4056)  0.140
C (1.9940, 2.4434, -4.0475)  -0.215
C (2.5273, 3.5032, -1.2188)  -0.226
Se (-0.1608, 1.2705, -1.7109)  0.393
H (0.6006, 5.1958, -3.2755)  0.020
H (-0.3268, 4.8050, -1.8153)  0.017
H (-0.7901, 4.1045, -3.3693)  0.021
H (2.0794, 3.3099, -4.7082)  0.021
H (1.4116, 1.6750, -4.5584)  0.024
H (3.0021, 2.0535, -3.8988)  0.008
H (3.1178, 4.3187, -1.6450)  0.029
H (3.1846, 2.6714, -0.9738)  -0.002
H (2.0708, 3.8604, -0.2982)  -0.072

As for the spin multiplicity: 1. The calculation puts the relative energy (zero: lowest compared OMol25 entry of this formula, charge and spin) at 71.5 kJ/mol. Its strongest force on any atom is 0.5 eV Å⁻¹. As for the net charge: -1.

---

Record 3
Molecular formula: C23H42BCl2F3I2N5O8PS
Method: DFT, ωB97M-V with the def2-TZVPD basis set

Each line ends with the Löwdin charge.
Cartesian coordinates (Å):
C (-1.2701, 4.5601, 2.3234)  -0.163
C (-1.3176, 2.9932, 2.4755)  -0.815
Cl (-3.0343, 2.5358, 2.1389)  0.593
C (-0.1277, 2.4159, 1.6334)  -0.529
Cl (1.2249, 3.0946, 2.7101)  0.747
C (0.3487, 0.9524, 1.3042)  -0.399
C (1.8169, 1.1983, 0.7572)  -0.237
O (1.8678, 2.3687, 0.0064)  -0.110
C (1.6333, 2.1984, -1.3743)  -0.176
O (0.2511, 2.2332, -1.6338)  -0.160
C (-0.2355, 3.5631, -1.8303)  -0.157
C (-1.7014, 3.6833, -1.4093)  -0.264
O (-2.4715, 2.6048, -1.9190)  -0.195
N (-0.1987, 0.4048, 0.0155)  -0.305
S (-1.7774, 1.1113, -0.1978)  1.001
C (-0.0823, -1.0465, -0.3889)  -0.317
C (-0.8749, -1.0327, -1.7701)  -0.155
C (-0.5070, -2.0549, -2.8510)  -0.224
N (0.3532, -1.7428, -3.7734)  0.125
C (1.3376, -1.5017, -0.9211)  -0.167
C (2.5376, -1.8214, 0.0221)  -0.309
C (3.9128, -1.1641, -0.1869)  -0.654
I (4.5507, -1.0861, -2.2250)  0.852
C (-0.6874, -2.0256, 0.7133)  -0.280
C (0.0293, -3.4124, 0.8152)  -0.181
C (-0.6276, -4.6194, 1.5320)  -0.234
C (-1.0377, -4.5129, 3.0211)  -0.189
C (-2.5259, -4.8882, 3.3076)  -0.270
N (-3.2947, -3.7192, 3.8058)  -0.022
P (-2.5331, -2.7168, 0.5555)  0.964
N (-3.6362, -1.4611, 0.1996)  -0.171
O (-2.3207, -3.4688, -0.9045)  -0.274
N (-0.5320, -1.4015, 2.1090)  -0.008
F (-1.8361, -1.3399, 2.6072)  -0.145
C (0.2938, -0.1228, 2.4175)  -0.452
C (1.6402, -0.4893, 3.1054)  -0.168
I (-0.7126, 0.4799, 4.3998)  1.116
H (-0.6138, 4.8906, 1.5114)  0.071
H (-2.2710, 4.9654, 2.1483)  0.058
H (-0.8895, 5.0215, 3.2485)  0.075
H (-1.2092, 2.8455, 3.5622)  -0.045
H (-0.1173, 2.9935, 0.6898)  0.074
H (2.0405, 0.3903, 0.0625)  0.076
H (2.6253, 1.2098, 1.4904)  0.103
H (2.1238, 3.0380, -1.8958)  0.141
H (2.0713, 1.2748, -1.7818)  0.131
H (-0.1357, 3.7788, -2.9091)  0.124
H (0.3296, 4.2917, -1.2261)  0.142
H (-2.0672, 4.6511, -1.8017)  0.134
H (-1.7696, 3.7550, -0.3017)  0.067
H (-3.3938, 2.7893, -1.7223)  0.089
H (-2.3726, 0.5789, 0.8874)  -0.138
H (-0.6112, -0.0796, -2.2593)  0.121
H (-1.9491, -1.1546, -1.6504)  0.058
H (-1.0224, -3.0297, -2.9026)  0.101
H (0.4576, -2.5034, -4.4468)  0.056
H (1.6151, -0.7748, -1.7042)  0.076
H (1.2219, -2.4562, -1.4511)  0.094
H (2.2130, -1.6993, 1.0509)  0.052
H (2.7639, -2.9031, -0.0400)  0.110
H (4.0297, -0.1719, 0.2629)  0.035
H (4.6613, -1.8089, 0.3007)  0.041
H (0.2389, -3.7648, -0.2064)  0.129
H (0.9997, -3.2947, 1.3192)  0.110
H (-1.3832, -5.1547, 0.9298)  0.095
H (0.2054, -5.3513, 1.5238)  0.118
H (-0.4386, -5.2300, 3.6080)  0.109
H (-0.9110, -3.5335, 3.5004)  0.082
H (-3.0128, -5.2422, 2.3908)  0.092
H (-2.5624, -5.6655, 4.0827)  0.107
H (-4.1022, -3.5370, 3.2266)  0.045
H (-3.5876, -3.8586, 4.7635)  0.064
H (-4.0394, -1.5269, -0.7345)  0.055
H (-4.4115, -1.5124, 0.8558)  0.044
H (-3.1937, -3.6650, -1.2684)  0.075
H (-0.0866, -2.1000, 2.7199)  0.123
H (1.5491, -1.3884, 3.7317)  0.083
H (1.9418, 0.3379, 3.7676)  0.054
H (2.4660, -0.6278, 2.4108)  0.060
B (1.8767, 2.9356, -5.0151)  -1.052
O (2.2106, 3.6783, -6.2636)  0.212
C (3.1419, 4.5792, -6.0082)  -0.413
O (3.6286, 5.3411, -6.7997)  0.131
C (3.5018, 4.4938, -4.5193)  -0.407
O (4.3114, 5.1724, -3.9448)  0.129
O (2.7638, 3.5450, -3.9690)  0.167
F (2.1666, 1.5798, -5.1439)  0.139
F (0.5404, 3.1273, -4.6700)  0.136

As for the spin multiplicity: 1. Its strongest force on any atom is 2.5 eV Å⁻¹. As for the net charge: 0.

---

Record 4
Molecular formula: C20H26Cu2F3N4O3
Method: DFT, ωB97M-V with the def2-TZVPD basis set

Each line ends with the Löwdin charge.
Cartesian coordinates (Å):
Cu (2.1383, -0.4449, -2.5767)  0.669
Cu (-0.4342, 1.1743, -3.4387)  0.618
O (0.2154, -0.1577, -1.5056)  -0.375
H (0.1693, 0.6718, -0.9914)  -0.021
N (0.8060, -1.7472, 0.7649)  0.015
C (1.0934, -1.2811, 2.0471)  -0.141
C (1.3039, -2.2958, 2.8898)  -0.100
C (1.2009, -3.4619, 2.1550)  -0.100
C (1.0300, -3.0955, 0.8735)  -0.161
H (0.7370, -1.1618, -0.0552)  0.048
H (1.0634, -0.2015, 2.0415)  0.090
H (1.6056, -2.1401, 3.9151)  0.099
H (1.2339, -4.5088, 2.4183)  0.110
H (1.0608, -3.6440, -0.0564)  0.108
N (-2.3428, -0.8070, 0.4303)  -0.011
C (-3.4040, -0.1831, -0.0807)  -0.191
C (-4.5558, -0.4350, 0.6558)  -0.086
C (-4.1159, -1.3619, 1.6319)  -0.095
C (-2.7533, -1.6710, 1.4044)  -0.109
H (-1.3656, -0.5793, 0.3149)  0.098
H (-3.4094, 0.5139, -0.9056)  0.092
H (-5.5360, -0.0068, 0.5067)  0.095
H (-4.6945, -1.7987, 2.4324)  0.090
H (-2.0705, -2.3728, 1.8603)  0.105
N (0.6031, 4.0801, -3.2216)  -0.005
C (-0.2495, 4.2818, -4.2485)  -0.114
C (-1.5914, 4.0991, -3.7761)  -0.047
C (-1.4284, 3.8050, -2.3882)  -0.104
C (-0.0979, 3.7135, -2.0939)  -0.155
H (1.6106, 4.1475, -3.2416)  0.160
H (0.0440, 4.4469, -5.2747)  0.117
H (-2.5428, 4.0857, -4.2871)  0.104
H (-2.1899, 3.6200, -1.6451)  0.109
H (0.6167, 3.5527, -1.3003)  0.096
N (-0.5497, -2.5564, -2.4709)  -0.001
C (0.2457, -3.0123, -3.5834)  -0.137
C (-0.4930, -3.9506, -4.2953)  -0.077
C (-1.7004, -4.1768, -3.4893)  -0.064
C (-1.6095, -3.3365, -2.3798)  -0.154
H (-0.2626, -1.8559, -1.8024)  0.049
H (1.1648, -2.5310, -3.8833)  0.063
H (-0.1224, -4.5262, -5.1306)  0.094
H (-2.4247, -4.9626, -3.6446)  0.091
H (-2.2093, -3.2827, -1.4833)  0.118
C (2.0015, 2.3577, 1.0356)  -0.071
C (2.5572, 2.7103, 2.4447)  -0.179
O (2.1469, 1.7749, 3.4671)  -0.001
C (2.9693, 1.6511, 4.5686)  -0.305
O (4.0520, 2.1732, 4.7375)  0.167
C (2.3822, 0.6312, 5.6192)  -0.470
F (2.5865, 1.0360, 6.9180)  0.133
F (1.0383, 0.4031, 5.4849)  0.130
F (2.9816, -0.5559, 5.5429)  0.163
H (0.9405, 2.1082, 1.0380)  0.067
H (2.4609, 1.4424, 0.6624)  0.062
H (2.2022, 3.0599, 0.2265)  0.060
H (2.2577, 3.7008, 2.7872)  0.130
H (3.6344, 2.8619, 2.3759)  0.122

As for the spin multiplicity: 1. The calculation puts the relative energy (zero: lowest compared OMol25 entry of this formula, charge and spin) at 250.8 kJ/mol. Its strongest force on any atom is 3.7 eV Å⁻¹. As for the net charge: +1.

---

no.,highest occupied orbital energy (eV),total energy (eV)
1,-8.53,-12891.06914
2,-4.78,-252652.02972
3,-8.09,-118557.17755
4,-10.05,-130684.57611